Record 1
Formula: FH18O9
Source: OMol25
Level of theory: wB97M-V/def2-TZVPD

Each atom is followed by the atoms it is bonded to, with distances in Å.
Geometry (Å):
1 F -11.409 5.135 24.167  no bonds
2 O -12.183 7.432 23.244  H3 0.970, H4 1.001
3 H -11.760 6.623 23.572  O2 0.970
4 H -13.153 7.195 23.180  O2 1.001
5 O -11.799 5.858 20.705  H6 0.974, H7 0.925
6 H -11.656 6.396 21.504  O5 0.974
7 H -12.265 6.347 20.073  O5 0.925
8 O -13.804 4.413 24.156  H9 0.987, H10 0.927
9 H -12.827 4.536 24.220  O8 0.987
10 H -14.153 4.699 24.966  O8 0.927
11 O -9.222 5.882 25.365  H12 0.933, H13 0.963
12 H -9.431 6.549 25.983  O11 0.933
13 H -10.074 5.606 25.013  O11 0.963
14 O -12.043 6.434 26.344  H15 1.005, H16 0.953
15 H -12.252 5.675 26.970  O14 1.005
16 H -11.935 6.143 25.443  O14 0.953
17 O -8.963 7.089 22.955  H18 0.944, H19 0.969
18 H -8.432 6.448 22.511  O17 0.944
19 H -9.251 6.722 23.804  O17 0.969
20 O -10.577 3.383 26.122  H21 0.925, H22 0.946
21 H -10.933 3.976 25.507  O20 0.925
22 H -10.985 2.536 26.021  O20 0.946
23 O -10.436 3.538 22.511  H24 1.007, H25 0.926
24 H -10.978 4.144 23.106  O23 1.007
25 H -10.725 3.709 21.648  O23 0.926
26 O -13.462 3.903 21.509  H27 0.959, H28 0.999
27 H -13.616 4.075 22.439  O26 0.959
28 H -13.035 4.756 21.212  O26 0.999

Energy above the lowest of the compared OMol25 structures with the same formula, charge and spin (eV): 0.179
Spin multiplicity: 1
Max |F| (eV/A): 2.887
Charge: -1
Orbital gap (eV): 9.862
Total energy (Eh): -787.928562
HOMO level (hartree): -0.245
Molar mass (g/mol): 181.13

In elementary charge units, the Mulliken charges are:
1. F -0.59
2. O -0.73
3. H 0.23
4. H 0.36
5. O -0.69
6. H 0.43
7. H 0.28
8. O -0.77
9. H 0.34
10. H 0.31
11. O -0.73
12. H 0.35
13. H 0.39
14. O -0.72
15. H 0.35
16. H 0.31
17. O -0.71
18. H 0.30
19. H 0.36
20. O -0.67
21. H 0.38
22. H 0.32
23. O -0.71
24. H 0.22
25. H 0.34
26. O -0.69
27. H 0.43
28. H 0.32

=====

Record 2
Formula: C7H9N3O
Source: OMol25
Level of theory: wB97M-V/def2-TZVPD

Each atom is followed by the atoms it is bonded to, with distances in Å.
Geometry (Å):
1 C 1.507 -0.938 -1.370  C4 1.469, N17 1.433, O20 1.205
2 C 2.716 0.842 -0.505  H8 1.041, N17 1.274, N18 1.370
3 C 0.521 0.667 0.211  C4 1.425, N18 1.336, N19 1.357
4 C 0.340 -0.494 -0.595  C1 1.469, C3 1.425, C5 1.473
5 C -0.920 -1.255 -0.563  C4 1.473, C6 1.512, H10 1.099, H11 1.129
6 C -1.755 -0.966 0.663  C5 1.512, C7 1.570, H12 1.101, H13 1.105
7 C -1.817 0.591 0.855  C6 1.570, H14 1.111, H15 1.110, N19 1.423
8 H 3.625 1.342 -0.424  C2 1.041
9 H 1.864 1.977 0.951  N18 1.015
10 H -1.546 -0.976 -1.422  C5 1.099
11 H -0.752 -2.371 -0.596  C5 1.129
12 H -1.325 -1.589 1.462  C6 1.101
13 H -2.789 -1.348 0.573  C6 1.105
14 H -2.351 1.018 -0.020  C7 1.111
15 H -2.294 0.880 1.815  C7 1.110
16 H -0.450 2.129 1.255  N19 1.021
17 N 2.739 -0.227 -1.198  C1 1.433, C2 1.274
18 N 1.646 1.385 0.155  C2 1.370, C3 1.336, H9 1.015
19 N -0.517 1.163 0.930  C3 1.357, C7 1.423, H16 1.021
20 O 1.555 -1.832 -2.175  C1 1.205

Energy above the lowest of the compared OMol25 structures with the same formula, charge and spin (eV): 0.000
Spin multiplicity: 1
Max |F| (eV/A): 4.463
Orbital gap (eV): 8.356
Total energy (Eh): -511.645544
HOMO level (hartree): -0.295
Molar mass (g/mol): 151.17
Structure (SMILES): O=c1nc[nH]c2c1CCCN2

In elementary charge units, the Mulliken charges are:
1. C 0.17
2. C -0.09
3. C 0.01
4. C 0.54
5. C -0.52
6. C -0.67
7. C -0.54
8. H 0.44
9. H 0.28
10. H 0.23
11. H 0.26
12. H 0.30
13. H 0.34
14. H 0.27
15. H 0.34
16. H 0.22
17. N -0.52
18. N -0.20
19. N -0.26
20. O -0.60

=====

Record 3
Formula: C4H22N2O6
Source: OMol25
Level of theory: wB97M-V/def2-TZVPD

Each atom is followed by the atoms it is bonded to, with distances in Å.
Geometry (Å):
1 C 0.838 -1.628 1.305  C2 1.544, H7 1.089, H8 1.084, H9 1.085
2 C 1.763 -1.495 0.076  C1 1.544, C3 1.574, H10 1.094, H11 1.092
3 C 0.767 -1.246 -1.118  C2 1.574, N4 1.470, H12 1.085, H13 1.099
4 N 0.111 0.070 -1.126  C3 1.470, C5 1.364, H14 1.018
5 C 0.617 1.259 -0.693  N4 1.364, N6 1.273, H15 1.110
6 N -0.131 1.978 0.045  C5 1.273, H16 1.010
7 H 0.059 -0.868 1.335  C1 1.089
8 H 0.185 -2.491 1.266  C1 1.084
9 H 1.476 -1.662 2.182  C1 1.085
10 H 2.344 -2.407 -0.085  C2 1.094
11 H 2.435 -0.657 0.279  C2 1.092
12 H 1.290 -1.436 -2.048  C3 1.085
13 H -0.105 -1.891 -0.943  C3 1.099
14 H -0.906 0.066 -1.070  N4 1.018
15 H 1.590 1.623 -1.086  C5 1.110
16 H 0.132 2.842 0.496  N6 1.010
17 H -2.698 -1.690 -0.685  O19 0.981
18 H -2.666 -1.930 -2.098  O19 0.970
19 O -2.669 -2.463 -1.288  H17 0.981, H18 0.970
20 H 0.860 -3.727 -2.044  O22 0.971
21 H -0.503 -3.735 -2.377  O22 0.974
22 O 0.300 -3.297 -2.710  H20 0.971, H21 0.974
23 H 2.052 3.303 0.296  O25 0.960
24 H 2.434 2.590 1.701  O25 0.971
25 O 2.152 3.401 1.246  H23 0.960, H24 0.971
26 H -2.013 1.975 -0.222  O28 0.974
27 H -3.249 2.831 0.271  O28 0.960
28 O -2.977 2.095 -0.281  H26 0.974, H27 0.960
29 H -1.868 0.302 0.845  O31 0.966
30 H -3.355 0.139 0.737  O31 0.965
31 O -2.538 -0.368 0.657  H29 0.966, H30 0.965
32 H 2.197 2.345 3.662  O34 0.967
33 H 1.828 0.998 3.046  O34 0.965
34 O 2.583 1.571 3.228  H32 0.967, H33 0.965

Energy above the lowest of the compared OMol25 structures with the same formula, charge and spin (eV): 1.727
Spin multiplicity: 1
Max |F| (eV/A): 2.405
Orbital gap (eV): 9.669
Total energy (Eh): -726.506011
HOMO level (hartree): -0.338
Molar mass (g/mol): 194.23
Structure (SMILES): [H]/N=C/NCCC.O.O.O.O.O.O

In elementary charge units, the Mulliken charges are:
1. C -0.98
2. C -0.25
3. C -0.57
4. N -0.11
5. C -0.12
6. N -0.57
7. H 0.10
8. H 0.37
9. H 0.40
10. H 0.34
11. H 0.24
12. H 0.20
13. H 0.18
14. H 0.26
15. H 0.38
16. H 0.19
17. H 0.30
18. H 0.34
19. O -0.64
20. H 0.32
21. H 0.31
22. O -0.66
23. H 0.27
24. H 0.41
25. O -0.68
26. H 0.42
27. H 0.32
28. O -0.69
29. H 0.28
30. H 0.34
31. O -0.68
32. H 0.34
33. H 0.35
34. O -0.73

=====

Record 4
Formula: C44H43N4O
Source: OMol25
Level of theory: wB97M-V/def2-TZVPD

Each atom is followed by the atoms it is bonded to, with distances in Å.
Geometry (Å):
1 C 1.642 4.727 2.937  N2 1.444, H32 1.094, H33 1.095, H34 1.098
2 N 1.384 3.965 1.739  C1 1.444, C3 1.370, C23 1.454
3 C 2.200 4.039 0.641  N2 1.370, O4 1.227, C5 1.523
4 O 3.187 4.760 0.533  C3 1.227
5 C 1.684 3.036 -0.382  C3 1.523, C6 1.524, N13 1.461, H35 1.103
6 C 2.753 2.009 -0.740  C5 1.524, C7 1.511, H36 1.098, H37 1.096
7 C 3.232 1.287 0.497  C6 1.511, C8 1.398, C12 1.396
8 C 4.294 1.801 1.246  C7 1.398, C9 1.396, H38 1.093
9 C 4.687 1.178 2.431  C8 1.396, C10 1.399, H39 1.091
10 C 4.029 0.023 2.864  C9 1.399, C11 1.400, H40 1.092
11 C 2.988 -0.519 2.101  C10 1.400, C12 1.397, H41 1.092
12 C 2.600 0.116 0.918  C7 1.396, C11 1.397, H42 1.093
13 N 0.529 2.450 0.293  C5 1.461, C14 1.346, C23 1.477
14 C -0.129 1.364 -0.154  N13 1.346, C15 1.387, H43 1.093
15 C -1.019 0.654 0.638  C14 1.387, C16 1.391, H44 1.091
16 C -1.718 -0.449 0.158  C15 1.391, C17 1.427, H45 1.093
17 C -2.927 -0.923 0.749  C16 1.427, C18 1.419, C22 1.427
18 C -3.754 -1.854 0.067  C17 1.419, C19 1.388, H46 1.089
19 C -5.003 -2.205 0.557  C18 1.388, C20 1.404, H47 1.091
20 C -5.429 -1.710 1.800  C19 1.404, C21 1.402, H48 1.090
21 C -4.594 -0.860 2.538  C20 1.402, C22 1.391, H49 1.092
22 C -3.359 -0.467 2.031  C17 1.427, C21 1.391, H50 1.091
23 C 0.314 2.984 1.654  N2 1.454, N13 1.477, C24 1.502, H51 1.107
24 C -1.042 3.592 1.871  C23 1.502, C25 1.347, H52 1.092
25 C -1.473 4.627 1.124  C24 1.347, C26 1.454, H53 1.098
26 C -2.767 5.273 1.272  C25 1.454, C27 1.413, C31 1.416
27 C -3.079 6.399 0.478  C26 1.413, C28 1.390, H54 1.094
28 C -4.320 7.018 0.582  C27 1.390, C29 1.404, H55 1.089
29 C -5.277 6.531 1.486  C28 1.404, C30 1.402, H56 1.089
30 C -4.974 5.421 2.287  C29 1.402, C31 1.394, H57 1.088
31 C -3.734 4.792 2.188  C26 1.416, C30 1.394, H58 1.091
32 H 2.516 5.364 2.777  C1 1.094
33 H 0.779 5.354 3.188  C1 1.095
34 H 1.837 4.058 3.785  C1 1.098
35 H 1.351 3.598 -1.271  C5 1.103
36 H 2.360 1.313 -1.493  C6 1.098
37 H 3.584 2.575 -1.177  C6 1.096
38 H 4.800 2.704 0.892  C8 1.093
39 H 5.505 1.604 3.014  C9 1.091
40 H 4.313 -0.450 3.806  C10 1.092
41 H 2.464 -1.421 2.424  C11 1.092
42 H 1.780 -0.284 0.316  C12 1.093
43 H 0.054 1.077 -1.192  C14 1.093
44 H -1.211 1.003 1.654  C15 1.091
45 H -1.390 -0.889 -0.787  C16 1.093
46 H -3.361 -2.328 -0.830  C18 1.089
47 H -5.638 -2.876 -0.023  C19 1.091
48 H -6.405 -1.987 2.198  C20 1.090
49 H -4.898 -0.497 3.521  C21 1.092
50 H -2.701 0.169 2.625  C22 1.091
51 H 0.474 2.194 2.412  C23 1.107
52 H -1.648 3.132 2.653  C24 1.092
53 H -0.815 5.030 0.342  C25 1.098
54 H -2.317 6.764 -0.216  C27 1.094
55 H -4.545 7.882 -0.041  C28 1.089
56 H -6.249 7.014 1.567  C29 1.089
57 H -5.706 5.039 2.996  C30 1.088
58 H -3.496 3.924 2.805  C31 1.091
59 C 4.467 -4.867 -3.587  C60 1.401, C76 1.401, H77 1.093
60 C 3.668 -3.827 -4.080  C59 1.401, C61 1.398, H78 1.093
61 C 2.828 -3.124 -3.213  C60 1.398, C62 1.399, H79 1.091
62 C 2.738 -3.495 -1.866  C61 1.399, C63 1.511, C75 1.397
63 C 1.853 -2.731 -0.911  C62 1.511, N64 1.462, H80 1.099, H81 1.101
64 N 0.706 -3.485 -0.406  C63 1.462, C65 1.467, C68 1.386
65 C 0.492 -3.586 1.042  N64 1.467, C66 1.517, H82 1.098, H83 1.101
66 C -0.986 -3.912 1.129  C65 1.517, N67 1.475, H84 1.102, H85 1.096
67 N -1.526 -3.547 -0.194  C66 1.475, C68 1.303
68 C -0.530 -3.491 -1.032  N64 1.386, N67 1.303, C69 1.483
69 C -0.598 -3.542 -2.513  C68 1.483, C70 1.403, C74 1.401
70 C -1.194 -2.538 -3.290  C69 1.403, C71 1.400, H86 1.090
71 C -1.166 -2.663 -4.685  C70 1.400, C72 1.398, H87 1.090
72 C -0.578 -3.780 -5.285  C71 1.398, C73 1.400, H88 1.092
73 C -0.053 -4.811 -4.497  C72 1.400, C74 1.394, H89 1.091
74 C -0.077 -4.698 -3.108  C69 1.401, C73 1.394, H90 1.094
75 C 3.520 -4.545 -1.378  C62 1.397, C76 1.400, H91 1.092
76 C 4.394 -5.225 -2.234  C59 1.401, C75 1.400, H92 1.092
77 H 5.158 -5.387 -4.255  C59 1.093
78 H 3.702 -3.549 -5.137  C60 1.093
79 H 2.219 -2.292 -3.570  C61 1.091
80 H 2.450 -2.441 -0.035  C63 1.099
81 H 1.504 -1.809 -1.403  C63 1.101
82 H 1.122 -4.385 1.454  C65 1.098
83 H 0.702 -2.620 1.526  C65 1.101
84 H -1.087 -4.992 1.322  C66 1.102
85 H -1.508 -3.364 1.922  C66 1.096
86 H -1.648 -1.678 -2.797  C70 1.090
87 H -1.600 -1.878 -5.305  C71 1.090
88 H -0.521 -3.847 -6.373  C72 1.092
89 H 0.386 -5.696 -4.958  C73 1.091
90 H 0.332 -5.494 -2.479  C74 1.094
91 H 3.448 -4.803 -0.319  C75 1.092
92 H 5.022 -6.026 -1.837  C76 1.092

Spin multiplicity: 1
Max |F| (eV/A): 2.178
Charge: +1
Orbital gap (eV): 6.015
Total energy (Eh): -1996.489403
HOMO level (hartree): -0.387
Molar mass (g/mol): 643.86

In elementary charge units, the Mulliken charges are:
1. C -1.07
2. N 0.37
3. C 0.19
4. O -0.66
5. C 0.18
6. C -1.37
7. C -0.14
8. C -0.27
9. C -0.87
10. C -0.77
11. C -0.88
12. C 1.12
13. N 0.52
14. C -1.26
15. C 0.45
16. C 0.26
17. C 0.65
18. C 0.23
19. C -0.89
20. C -0.34
21. C -0.86
22. C -0.38
23. C -0.63
24. C -0.88
25. C -0.13
26. C 0.92
27. C -0.44
28. C -0.58
29. C -0.46
30. C -0.64
31. C -0.48
32. H 0.39
33. H 0.30
34. H 0.37
35. H 0.32
36. H 0.50
37. H 0.67
38. H 0.46
39. H 0.42
40. H 0.43
41. H 0.40
42. H 0.31
43. H 0.62
44. H 0.02
45. H -0.04
46. H 0.22
47. H 0.43
48. H 0.40
49. H 0.42
50. H 0.45
51. H 0.66
52. H 0.44
53. H 0.20
54. H 0.37
55. H 0.38
56. H 0.38
57. H 0.39
58. H 0.22
59. C -0.52
60. C -0.75
61. C 0.11
62. C 0.08
63. C -0.70
64. N 0.56
65. C -0.14
66. C -0.79
67. N -0.32
68. C -0.24
69. C 0.62
70. C -0.09
71. C -0.88
72. C -0.54
73. C -0.71
74. C -0.36
75. C -0.43
76. C -0.67
77. H 0.40
78. H 0.41
79. H 0.33
80. H 0.68
81. H 0.08
82. H 0.43
83. H -0.08
84. H 0.29
85. H 0.38
86. H 0.49
87. H 0.41
88. H 0.39
89. H 0.41
90. H 0.40
91. H 0.35
92. H 0.39

=====

Q: Among the records above, which one has the lowest total energy?
A: C44H43N4O